{
  "formula": "C36H73BBr3IN4O11PS",
  "method": "the ωB97M-V functional and the def2-TZVPD basis",
  "species": ["C", "O", "C", "C", "C", "C", "C", "C", "C", "C", "C", "I", "C", "C", "O", "O", "C", "Br", "C", "C", "Br", "C", "P", "S", "C", "C", "B", "O", "O", "N", "Br", "H", "H", "H", "H", "H", "H", "H", "H", "H", "H", "H", "H", "H", "H", "H", "H", "H", "H", "H", "H", "H", "H", "H", "H", "H", "H", "H", "H", "C", "O", "C", "C", "N", "C", "C", "O", "C", "H", "H", "H", "H", "H", "H", "H", "H", "H", "H", "H", "H", "H", "H", "H", "C", "O", "C", "C", "N", "C", "C", "O", "C", "H", "H", "H", "H", "H", "H", "H", "H", "H", "H", "H", "H", "H", "H", "H", "C", "O", "C", "C", "N", "C", "C", "O", "C", "H", "H", "H", "H", "H", "H", "H", "H", "H", "H", "H", "H", "H", "H", "H"],
  "positions_angstrom": [[-0.283202, -3.374809, 1.278132], [0.970366, -2.636902, 1.481365], [1.814515, -3.048497, 0.371973], [3.030581, -2.046109, 0.083313], [2.515384, -0.674000, -0.608167], [2.288153, -0.889808, -2.186123], [3.113483, 0.277991, -2.968700], [2.229577, 0.746164, -4.223581], [1.294330, 2.021052, -3.932198], [0.442854, 1.901474, -2.589335], [-0.790435, 0.926667, -2.635780], [-1.280765, -0.174026, -4.473428], [-1.688086, 0.765906, -1.367042], [-2.948393, -0.226658, -1.509575], [-2.685851, -1.427054, -1.687041], [-4.213429, 0.379423, -1.470861], [-5.268488, -0.519997, -1.060523], [-4.929361, -1.426732, 0.686345], [-5.757314, -1.545844, -2.239709], [-5.280442, -1.091595, -3.700661], [-5.324978, -3.463019, -1.830826], [-1.345834, 1.577026, -0.093986], [-2.476350, 1.404916, 1.416090], [-4.085931, 2.481065, 1.043281], [-0.089609, 2.521016, -0.159812], [0.252444, 3.392310, 1.142458], [-0.471236, 4.874453, 1.030235], [-1.913446, 4.987091, 0.974484], [0.282081, 6.099759, 1.025941], [0.724747, 2.643036, -1.367899], [2.178840, 3.855593, -1.341393], [-1.013800, -2.793901, 0.612632], [-0.731095, -3.554017, 2.319728], [-0.070811, -4.424567, 0.848731], [1.169636, -3.144717, -0.576642], [2.278594, -4.077941, 0.591756], [3.819626, -2.531612, -0.592956], [3.563946, -1.716910, 1.051259], [3.336863, 0.106645, -0.380737], [1.558257, -0.265455, -0.112469], [2.705114, -1.921371, -2.498331], [1.188500, -0.889955, -2.502310], [4.046494, -0.243354, -3.393349], [3.452359, 1.119959, -2.280159], [1.681060, -0.164926, -4.629892], [2.966741, 1.067571, -5.054608], [0.544947, 2.140033, -4.804915], [1.966927, 2.943477, -3.985762], [-6.190910, 0.146034, -0.869526], [-6.910859, -1.508838, -2.259317], [-5.669444, -0.043323, -3.967344], [-5.661744, -1.852731, -4.472822], [-4.133084, -1.102878, -3.806182], [-2.778797, 0.000265, 1.578503], [-1.871950, 1.825485, 2.645876], [-0.166020, 2.932417, 2.108574], [1.383356, 3.500542, 1.320930], [-2.254170, 4.804263, 0.070494], [-0.011187, 6.592353, 0.227178], [-1.354465, 3.627646, -5.579144], [-0.478668, 3.308399, -6.648633], [-1.058782, 2.408753, -7.598913], [-1.267063, 3.113443, -8.939017], [-2.337975, 4.106064, -8.850453], [-2.430590, 4.976781, -10.024282], [-1.249051, 5.920796, -10.295202], [-1.087710, 6.937261, -9.311524], [-0.300066, 6.558140, -8.194428], [-0.796882, 4.218663, -4.848937], [-2.199503, 4.224497, -5.931483], [-1.715699, 2.719012, -5.087982], [-1.990289, 1.965184, -7.231344], [-0.339240, 1.595856, -7.741711], [-1.525233, 2.370667, -9.699923], [-0.318099, 3.582532, -9.220244], [-2.182634, 4.686600, -8.033746], [-3.324998, 5.592796, -9.885204], [-2.609465, 4.361370, -10.912074], [-1.466211, 6.447098, -11.230187], [-0.309603, 5.384048, -10.465323], [0.480391, 5.838954, -8.457516], [-0.934817, 6.157598, -7.401967], [0.179272, 7.458280, -7.802288], [5.601130, -4.123895, 2.170111], [4.901305, -3.302010, 3.091192], [4.479975, -4.005543, 4.262167], [5.232228, -3.491471, 5.489553], [6.638707, -3.892348, 5.451113], [7.463610, -3.238705, 6.468562], [7.643431, -1.716858, 6.357187], [8.385179, -1.307428, 5.213025], [7.607934, -1.124370, 4.040179], [5.780480, -3.541183, 1.264362], [6.567487, -4.431315, 2.578671], [5.008956, -5.004710, 1.904459], [4.586780, -5.089706, 4.152694], [3.414467, -3.789862, 4.391736], [4.766131, -3.896155, 6.393247], [5.134558, -2.400501, 5.507660], [7.020254, -3.668871, 4.538621], [8.455920, -3.697555, 6.407047], [7.067297, -3.481929, 7.459985], [8.235439, -1.398997, 7.221622], [6.695238, -1.173120, 6.427691], [6.592998, -0.782137, 4.260075], [7.580134, -2.045840, 3.456636], [8.101602, -0.366660, 3.426740], [-1.497127, -2.506404, 7.963159], [-2.771076, -3.130977, 7.962034], [-3.802951, -2.299457, 8.497246], [-4.796134, -1.915264, 7.400751], [-4.193395, -0.982313, 6.447519], [-5.005657, -0.760023, 5.250791], [-5.219663, -1.958388, 4.313475], [-4.030328, -2.399628, 3.663147], [-3.266807, -3.340681, 4.405086], [-0.757206, -3.245524, 7.650677], [-1.471208, -1.672519, 7.255689], [-1.234711, -2.155372, 8.965280], [-3.400172, -1.414358, 9.000374], [-4.329008, -2.896014, 9.249054], [-5.673927, -1.447911, 7.857343], [-5.114125, -2.836725, 6.901457], [-3.290895, -1.343564, 6.158777], [-4.505853, 0.028133, 4.676603], [-5.979823, -0.359402, 5.549593], [-5.887870, -1.624649, 3.512589], [-5.733341, -2.791823, 4.803393], [-3.889701, -3.982707, 5.032710], [-2.518604, -2.827550, 5.010785], [-2.729940, -3.971829, 3.692608]],
  "atomic_forces_ev_per_a": [[-0.2109, -0.5056, 1.0907], [-0.4912, -1.2237, -1.8769], [1.4100, -0.0354, -0.6013], [-0.7692, 1.1629, 0.6503], [0.2558, -0.6870, 0.2080], [0.8981, 0.6557, 0.4456], [-0.6865, -1.4836, -0.9803], [1.4033, 0.3326, -0.1306], [-0.1736, -0.0297, -0.1413], [-2.1817, -1.4793, 0.2680], [0.6254, 2.0138, 3.4118], [0.4543, 0.9641, 1.6530], [1.9302, 2.3050, -0.8117], [0.9653, -1.7902, -0.4279], [-1.2017, 4.0225, 0.8119], [2.3541, -1.9113, 0.6920], [-2.2607, -0.3316, -0.7922], [-0.0332, 0.8034, -0.8651], [-0.5559, 0.7582, -0.3550], [0.5130, -0.5430, -0.1109], [-0.2277, 1.0923, -0.7412], [3.1678, 0.0006, -3.4812], [-1.6954, 0.9075, -0.5725], [0.7114, -0.5895, 0.2532], [-1.6363, -1.6311, 0.2856], [0.4632, -0.2005, -0.2554], [-1.0090, 1.8899, -0.0689], [2.6189, -0.3880, -1.2042], [-0.8771, -2.4886, -1.0996], [-2.8330, -2.0733, -0.0102], [-0.6967, -0.5919, -0.0365], [1.0452, -0.8430, 0.8239], [0.4969, 0.4893, -1.5656], [-0.3779, 1.6649, 0.4981], [0.9651, 0.1879, 1.2006], [-0.8366, 1.2854, -0.2211], [-1.2625, 0.5821, 0.9183], [-0.9095, -0.9604, -1.2507], [-1.2674, -1.1120, -0.7055], [1.3305, -0.8441, -0.5599], [-0.6325, 1.6723, 0.4790], [1.4970, 0.0995, 0.6431], [-1.2222, 1.0572, 0.6971], [-0.6192, -1.0249, -0.9701], [0.5094, 1.3813, 0.6228], [-1.3793, -0.3015, 1.1706], [1.0923, -0.1899, 1.4799], [-1.1007, -1.2185, 0.5235], [1.8782, -0.7980, -0.2109], [1.9280, -0.1621, 0.3255], [0.4947, -1.5810, 0.5351], [0.3650, 1.2227, 1.2560], [-1.8475, 0.0548, 0.3487], [0.7425, 0.6593, -0.2103], [0.3832, -0.4945, -0.8231], [0.4925, 0.2620, -1.7321], [-1.7069, -0.2457, -0.5416], [-0.1429, -0.1219, 1.0367], [-0.0122, 0.1369, 1.1054], [0.1713, 0.1877, -0.1861], [-0.3007, -0.1781, 0.3928], [0.3698, 0.0224, -0.6285], [-0.2477, 0.2044, 0.5007], [0.1944, -0.2052, -0.0679], [-0.0369, 0.2482, 0.2418], [-0.4073, 0.1549, -0.2594], [0.2741, -0.4423, -0.0534], [-0.1693, 0.4348, -0.0563], [0.0411, 0.0147, -0.1043], [-0.1337, -0.0828, 0.1282], [-0.1681, 0.0765, -0.0014], [-0.0272, 0.2191, 0.0389], [-0.0330, 0.0083, -0.0114], [-0.0021, 0.0446, 0.0174], [0.1849, -0.2098, -0.0394], [-0.0177, -0.0510, -0.1086], [0.1040, 0.0028, -0.0954], [0.0876, -0.0208, 0.0487], [-0.0047, -0.0075, 0.0832], [0.0404, -0.0336, 0.1863], [-0.0825, -0.0639, -0.0087], [0.1169, -0.1876, 0.1387], [-0.0352, -0.0298, -0.0927], [-0.0795, 0.2799, 0.0455], [0.1060, -0.3920, -0.1231], [-0.1628, 0.5063, 0.4000], [0.2635, -0.2602, -0.4814], [-0.2364, 0.1362, 0.1283], [0.1889, 0.0104, -0.3149], [0.3693, -0.2036, 0.3163], [-0.5061, 0.0521, 0.0901], [0.4548, 0.0605, -0.0096], [-0.0454, 0.0340, 0.1025], [0.0066, -0.1955, -0.0730], [0.0870, -0.0637, 0.0133], [0.1782, 0.0914, -0.0511], [0.0230, -0.0307, 0.0029], [0.0479, 0.0118, -0.0111], [-0.2653, 0.0665, 0.0375], [-0.0491, -0.0497, 0.0992], [-0.0409, 0.1179, 0.0760], [-0.0663, 0.0544, -0.0535], [0.0016, -0.0231, -0.0757], [-0.0616, -0.0335, -0.1892], [-0.0152, -0.1123, 0.0371], [-0.2389, -0.0120, -0.1191], [0.0072, -0.0190, 0.0997], [-0.1158, -0.2861, -0.0599], [0.1987, 0.4148, 0.0822], [-0.4876, -0.3608, -0.1920], [0.5386, 0.1091, 0.0576], [-0.2146, -0.1041, -0.0006], [0.3739, -0.1103, -0.0455], [-0.2169, 0.4624, -0.1808], [-0.2459, -0.0790, 0.2126], [0.2259, 0.0455, -0.3502], [-0.1291, -0.0085, 0.0237], [0.1043, 0.1572, 0.0907], [0.0322, 0.0848, -0.0548], [0.0723, -0.0156, -0.1800], [0.0036, 0.0592, -0.0189], [0.0280, 0.0086, -0.0536], [-0.1300, -0.1430, 0.1796], [-0.0893, 0.0315, 0.0848], [-0.1191, -0.0416, -0.0695], [0.0171, -0.0924, 0.0152], [0.0457, -0.0043, 0.0341], [0.1859, -0.0573, 0.0821], [0.0069, 0.1160, 0.0370], [0.0100, -0.1345, 0.2203], [-0.1139, 0.0334, -0.0044]],
  "total_charge": 1,
  "relative_energy_ev": 0.000,
  "homo_ev": -9.97,
  "max_force_ev_per_a": 4.707
}

=====

{
  "formula": "C17H31Cl10FO12",
  "method": "the ωB97M-V functional and the def2-TZVPD basis",
  "species": ["C", "O", "C", "O", "O", "C", "H", "H", "H", "H", "H", "H", "C", "O", "C", "O", "O", "C", "H", "H", "H", "H", "H", "H", "C", "O", "C", "O", "O", "C", "H", "H", "H", "H", "H", "H", "C", "C", "O", "C", "O", "O", "F", "H", "H", "H", "C", "Cl", "Cl", "H", "H", "C", "Cl", "Cl", "H", "H", "C", "Cl", "Cl", "H", "H", "C", "Cl", "Cl", "H", "H", "C", "Cl", "Cl", "H", "H"],
  "positions_angstrom": [[2.504621, -1.343250, -0.503733], [2.983098, -0.836927, -1.748847], [3.774053, 0.276266, -1.773034], [4.044293, 0.836441, -2.789637], [4.162507, 0.624251, -0.520428], [5.001242, 1.763401, -0.341734], [3.374813, -1.575444, 0.110240], [1.983781, -2.288951, -0.653610], [1.814625, -0.628232, -0.055658], [6.028136, 1.503625, -0.598828], [5.027244, 2.036002, 0.713320], [4.743891, 2.592445, -1.000937], [-2.259846, 0.603562, -2.717075], [-0.921917, 0.320328, -2.489038], [-0.553680, -1.032565, -2.384213], [-1.370755, -1.978255, -2.375604], [0.754282, -1.138241, -2.322990], [1.325251, -2.419832, -2.152121], [-2.399155, 1.667129, -2.523362], [-2.907407, 0.024729, -2.058520], [-2.532563, 0.339988, -3.738964], [0.872162, -3.154265, -2.818025], [1.419567, -2.696704, -1.102109], [2.377636, -2.423729, -2.435979], [-0.513432, -1.893060, 3.154307], [-1.671845, -2.404242, 2.550040], [-2.569810, -1.572974, 2.077627], [-2.589386, -0.375842, 2.072809], [-3.450479, -2.354359, 1.440240], [-4.569850, -1.711917, 0.818979], [0.011183, -1.218408, 2.477749], [0.194542, -2.718521, 3.228265], [-0.682787, -1.381105, 4.101579], [-5.054179, -0.993070, 1.479873], [-5.298966, -2.390020, 0.375522], [-4.291416, -1.223253, -0.114718], [0.042515, 1.504099, -0.238499], [-1.152161, 0.988521, 0.600574], [-0.685002, -0.176881, 1.200154], [0.420293, -0.557183, 0.678604], [0.867780, -1.670408, 0.895600], [0.884643, 0.376152, -0.110655], [-2.154711, 0.635068, -0.186395], [0.330472, 2.479549, 0.153508], [-0.283266, 1.674948, -1.264546], [-1.502637, 1.598768, 1.432961], [0.186731, 1.418249, 3.025451], [-1.494988, 0.928911, 3.273463], [0.264374, 2.944146, 2.223267], [0.769195, 1.450773, 3.946201], [0.722328, 0.749383, 2.351770], [-3.953337, 1.693880, 1.314494], [-5.346811, 0.763513, 1.838894], [-4.419101, 3.337339, 0.677563], [-3.232132, 1.815241, 2.122722], [-3.448704, 1.239250, 0.461985], [1.544332, 1.169824, -2.797296], [0.769522, 2.787730, -2.519489], [0.832566, 0.445482, -4.225070], [2.626976, 1.278813, -2.861410], [1.387027, 0.536075, -1.924535], [-0.936465, -3.281175, -0.168065], [0.624305, -3.569967, 0.608585], [-2.187525, -4.347225, 0.430317], [-1.128476, -2.249506, 0.126732], [-0.890612, -3.267728, -1.257015], [2.382897, 3.440989, 1.039207], [1.793161, 2.760632, -0.526932], [2.965738, 2.083654, 1.978831], [3.105639, 4.228245, 0.824805], [1.535978, 3.955833, 1.492830]],
  "atomic_forces_ev_per_a": [[4.0400, 1.0768, 2.5722], [2.8288, 2.4315, -0.4791], [0.5216, -2.1766, 2.6496], [2.2723, -0.0573, -0.2507], [-0.4342, -0.1939, -0.6121], [1.2510, 0.0975, -0.6333], [0.0219, 0.2954, 0.4080], [5.1749, 4.0391, 3.5334], [5.5326, -2.0156, -2.1353], [0.0519, -0.2248, -0.1571], [-0.3850, -0.1190, -0.3949], [-0.3941, -0.0260, 0.1963], [-1.6227, -0.4090, -0.4495], [1.1993, -3.3492, 1.2833], [-3.4616, -1.0484, -0.4431], [1.8887, 3.4898, -0.9020], [-1.1232, -1.2774, 1.1424], [-1.3569, -3.6797, -3.8913], [0.0432, -0.0839, -0.1450], [-0.0016, 0.0694, -0.1859], [0.0686, 0.2232, -0.1515], [-0.6401, 0.1108, 0.0617], [-5.1713, -3.2573, -4.4215], [-0.7105, 0.1811, -0.6185], [1.8340, 0.4034, 0.6816], [0.0360, 0.0057, 0.5606], [-1.6352, -1.3517, -1.3932], [-4.5396, -3.1213, -0.6871], [-1.1498, 0.5390, 0.4130], [-0.2170, -0.1345, -0.8378], [-0.6443, -0.7529, 1.7646], [-0.4248, -0.2013, 0.4520], [-0.2613, -0.5149, 0.0797], [0.6250, -1.7837, -0.6234], [0.2546, -0.9723, 0.8870], [0.6926, 0.6382, 0.1911], [-7.5024, -1.5819, 2.6000], [1.3551, 0.9062, -0.7344], [-0.5907, 0.1087, -1.4023], [-0.8664, -1.2965, 0.4327], [-0.4492, 8.4544, 2.8496], [-0.0040, 3.2327, -0.6815], [-0.6056, -1.0438, -1.8581], [-2.4653, -2.3653, 0.6492], [0.0621, -0.7026, 1.0993], [-0.0882, 0.2279, -1.4053], [0.1191, -0.2555, 1.5180], [3.3898, 3.1002, 5.1301], [-3.2822, 0.5565, 3.0289], [-0.2876, 0.2426, 0.0290], [-0.3416, 0.0295, 0.6444], [-0.1690, 1.0785, -0.6557], [-0.8201, 2.9727, 0.8717], [0.1108, -0.4499, 0.4291], [-0.8790, 0.2898, -0.0693], [-1.4513, 0.1968, 0.9374], [-1.0988, 0.9462, -0.3987], [-1.2397, 0.3262, -6.0148], [1.7810, 1.1192, -2.4045], [-1.7227, 1.1097, -1.3069], [-0.4536, 1.0223, -0.9131], [0.1611, 0.1387, 0.5460], [-1.3019, -9.6372, -0.9670], [0.5414, -1.1420, -0.8354], [-0.6440, -0.2793, -0.0180], [0.2807, -0.8533, 0.6972], [1.4430, 0.6487, -1.5386], [9.8031, 6.0320, 1.8589], [0.6325, 0.4078, 1.0119], [0.7025, -0.6501, -0.0382], [1.7170, 0.2601, -0.5561]],
  "total_charge": 0,
  "relative_energy_ev": 24.956,
  "homo_ev": -8.73,
  "max_force_ev_per_a": 11.659
}